Entry 1:
130
Properties=species:S:1:pos:R:3:mulliken_charge:R:1 method="wB97M-V/def2-TZVPD" total_charge=-1
C -6.451 9.098 -1.983 -0.91
C -5.968 8.534 -0.650 -0.34
O -5.581 7.166 -0.702 -0.61
Nb -3.880 6.500 -1.331 -0.48
C -1.704 6.419 -1.770 -0.13
C -0.816 7.391 -0.966 -0.47
C 0.568 7.562 -1.559 0.32
N 1.146 8.895 -1.556 -0.73
O 1.203 6.648 -2.009 -0.42
C -4.785 5.613 -3.347 -0.20
I -6.938 5.581 -3.251 -0.18
C -4.373 5.107 -4.502 0.37
C -5.145 4.594 -5.691 -1.51
I -2.300 4.756 -4.808 -0.02
C -3.980 4.438 -0.313 -1.41
I -3.499 4.984 1.710 0.01
C -3.195 3.278 -0.873 0.92
C -4.101 2.481 -1.833 -1.00
I -2.446 1.872 0.670 0.03
H -7.524 8.963 -2.124 0.27
H -5.931 8.625 -2.814 0.24
H -6.225 10.167 -2.018 0.32
H -6.755 8.677 0.102 0.33
H -5.105 9.108 -0.306 0.25
H -3.227 7.460 0.038 0.13
H -3.715 8.068 -2.260 -0.05
H -1.265 5.421 -1.671 -0.01
H -1.634 6.798 -2.793 0.60
H -1.308 8.350 -0.818 0.32
H -0.626 6.953 0.025 0.29
H 0.413 9.549 -1.823 0.30
H 1.385 9.145 -0.598 0.28
H -5.545 3.597 -5.485 0.33
H -4.524 4.544 -6.582 0.42
H -5.987 5.256 -5.903 0.39
H -5.032 4.154 -0.243 0.94
H -2.260 3.542 -1.356 -0.25
H -4.340 1.494 -1.446 0.37
H -3.614 2.345 -2.802 0.16
H -5.040 3.014 -1.996 0.20
C -1.430 -2.291 0.403 -1.12
C -1.294 -1.733 1.801 -0.01
O -1.728 -2.680 2.806 -0.33
C -0.878 -3.656 3.087 0.71
O 0.219 -3.823 2.618 -0.57
O -1.444 -4.450 4.009 -0.27
C -0.651 -5.579 4.379 -0.69
H -2.454 -2.623 0.227 0.26
H -1.189 -1.508 -0.316 0.37
H -0.756 -3.133 0.251 0.36
H -1.948 -0.876 1.928 0.01
H -0.271 -1.423 2.011 0.36
H 0.344 -5.267 4.690 0.30
H -0.564 -6.275 3.545 0.31
H -1.180 -6.046 5.205 0.20
C 2.867 4.098 -0.751 -1.11
C 2.222 3.554 -2.002 -0.01
O 3.038 2.532 -2.635 -0.38
C 3.001 1.338 -2.068 0.81
O 2.353 0.999 -1.112 -0.57
O 3.824 0.523 -2.757 -0.35
C 3.918 -0.794 -2.212 -0.72
H 3.867 4.477 -0.966 0.29
H 2.255 4.919 -0.382 0.29
H 2.943 3.335 0.023 0.36
H 2.123 4.330 -2.754 0.26
H 1.235 3.142 -1.798 0.28
H 2.931 -1.235 -2.089 0.33
H 4.424 -0.771 -1.246 0.30
H 4.504 -1.371 -2.922 0.22
C 8.866 0.443 2.706 -0.95
C 9.783 1.199 1.773 -0.23
O 9.652 0.757 0.409 -0.37
C 8.576 1.219 -0.235 0.78
O 7.760 1.984 0.210 -0.56
O 8.572 0.700 -1.462 -0.37
C 7.442 1.074 -2.263 -0.45
H 9.032 -0.631 2.615 0.17
H 9.060 0.732 3.739 0.34
H 7.821 0.651 2.482 0.34
H 10.828 1.012 2.014 0.28
H 9.607 2.273 1.823 0.35
H 7.333 2.155 -2.302 0.29
H 6.532 0.628 -1.867 0.13
H 7.641 0.684 -3.256 0.26
C 12.280 -4.367 7.065 -1.07
C 13.121 -3.584 6.082 -0.19
O 12.953 -4.056 4.731 -0.37
C 11.833 -3.657 4.127 0.79
O 10.994 -2.929 4.596 -0.56
O 11.803 -4.193 2.908 -0.34
C 10.619 -3.895 2.158 -0.47
H 12.495 -5.433 6.984 0.29
H 12.505 -4.043 8.081 0.35
H 11.219 -4.209 6.878 0.31
H 14.183 -3.719 6.278 0.29
H 12.892 -2.520 6.121 0.31
H 10.447 -2.823 2.109 0.13
H 9.755 -4.382 2.608 0.30
H 10.790 -4.293 1.163 0.23
C -4.849 -3.892 3.368 -0.80
C -6.217 -3.376 3.744 -0.37
O -6.965 -2.931 2.593 -0.37
C -7.507 -3.891 1.855 0.82
O -7.468 -5.078 2.079 -0.59
O -8.121 -3.329 0.814 -0.36
C -8.717 -4.254 -0.103 -0.55
H -4.294 -3.144 2.803 0.24
H -4.275 -4.131 4.263 0.31
H -4.931 -4.793 2.761 0.26
H -6.144 -2.489 4.370 0.33
H -6.801 -4.128 4.276 0.33
H -9.386 -4.935 0.419 0.28
H -7.951 -4.830 -0.622 0.22
H -9.267 -3.641 -0.810 0.24
C -6.015 -7.667 -5.204 -1.07
C -6.346 -8.968 -4.509 -0.18
O -5.736 -9.055 -3.207 -0.38
C -6.346 -8.361 -2.245 0.78
O -7.362 -7.722 -2.371 -0.57
O -5.651 -8.503 -1.120 -0.37
C -6.179 -7.773 -0.003 -0.54
H -4.935 -7.529 -5.259 0.29
H -6.416 -7.679 -6.218 0.35
H -6.448 -6.823 -4.671 0.31
H -5.935 -9.819 -5.050 0.29
H -7.422 -9.106 -4.410 0.31
H -7.226 -8.016 0.159 0.30
H -6.079 -6.702 -0.167 0.21
H -5.583 -8.073 0.852 0.27


Entry 2:
ORCA calculation (wB97M-V/def2-TZVPD) on 6 unconnected molecules or ions with the total composition C35H70F3N7O9 at a distorted geometry.

Geometry as XYZ:
```
124
Properties=species:S:1:pos:R:3:mulliken_charge:R:1
N 1.596 -2.552 2.296 -0.58
C 0.730 -3.506 1.594 -0.25
N 0.559 -3.222 0.187 0.33
C 1.720 -3.121 -0.638 -0.45
O 2.271 -4.027 -1.204 -0.58
C 1.999 -1.618 -0.641 0.56
C 3.147 -0.911 -0.877 -0.87
C 3.079 0.456 -0.768 -0.93
C 1.836 1.104 -0.411 1.52
C 1.880 2.630 -0.244 -1.75
C 2.199 2.761 1.325 0.48
C 3.697 2.526 1.681 -0.89
O 2.529 1.576 1.967 -0.35
C 0.678 0.380 -0.214 -0.04
C -0.653 1.035 0.123 -0.98
C -1.308 0.513 1.404 0.59
O -0.736 1.078 2.574 -0.64
C -2.829 0.779 1.335 0.60
F -3.380 0.053 0.362 -0.25
F -3.429 0.398 2.479 -0.22
F -3.049 2.082 1.109 -0.42
C 0.785 -0.991 -0.336 1.13
C -0.249 -2.111 -0.189 -0.58
O -1.440 -2.102 -0.381 -0.57
H 1.715 -2.792 3.272 0.31
H 1.250 -1.598 2.255 0.13
H 1.154 -4.502 1.762 0.44
H -0.276 -3.508 2.047 0.09
H 4.067 -1.437 -1.116 0.54
H 3.984 1.027 -0.951 0.77
H 0.929 3.137 -0.399 0.35
H 2.728 3.105 -0.732 0.45
H 1.675 3.534 1.891 0.39
H 4.231 1.757 1.124 0.29
H 3.975 2.600 2.731 0.42
H -1.358 0.894 -0.703 0.57
H -0.494 2.107 0.271 0.02
H -1.213 -0.576 1.507 -0.17
H -0.947 0.448 3.271 0.49
C -0.143 7.804 -2.750 -0.67
O 0.827 7.197 -3.585 -0.36
C 2.160 7.621 -3.365 -0.69
C 2.850 6.978 -2.151 0.17
C 2.384 7.529 -0.807 -1.50
N 2.686 5.520 -2.148 -0.41
H 0.102 8.847 -2.534 0.31
H -0.258 7.243 -1.820 0.23
H -1.100 7.771 -3.271 0.25
H 2.710 7.320 -4.260 0.37
H 2.211 8.716 -3.319 0.43
H 3.918 7.199 -2.237 0.41
H 1.421 7.120 -0.499 0.28
H 3.099 7.269 -0.026 0.36
H 2.301 8.617 -0.832 0.37
H 3.100 5.143 -2.998 0.22
H 1.692 5.329 -2.255 0.25
C -3.504 -3.043 3.128 -0.50
O -2.775 -4.043 2.442 -0.16
C -3.176 -5.372 2.720 -0.87
C -4.444 -5.831 1.984 0.33
C -5.735 -5.251 2.553 -1.41
N -4.379 -5.525 0.551 -0.74
H -3.786 -3.362 4.136 0.40
H -4.391 -2.754 2.562 0.18
H -2.868 -2.160 3.207 -0.03
H -2.347 -6.001 2.383 0.30
H -3.264 -5.526 3.805 0.45
H -4.501 -6.918 2.094 0.44
H -5.904 -4.221 2.240 0.32
H -6.591 -5.829 2.205 0.35
H -5.736 -5.282 3.645 0.34
H -3.579 -6.005 0.147 0.27
H -4.141 -4.539 0.459 0.32
C -4.466 5.888 5.264 -0.66
O -3.744 4.896 4.559 -0.39
C -4.075 3.561 4.897 -0.47
C -5.368 3.029 4.256 0.51
C -6.643 3.575 4.891 -1.57
N -5.405 3.294 2.814 -0.67
H -4.672 5.587 6.296 0.30
H -5.399 6.127 4.749 0.23
H -3.860 6.794 5.280 0.26
H -3.244 2.955 4.525 0.16
H -4.091 3.435 5.988 0.44
H -5.373 1.944 4.400 0.34
H -6.875 4.587 4.561 0.30
H -7.496 2.953 4.615 0.38
H -6.574 3.577 5.981 0.35
H -4.611 2.835 2.379 0.16
H -5.214 4.284 2.684 0.34
C 1.736 -6.998 -0.218 -0.47
O 1.765 -8.408 -0.060 -0.46
C 2.534 -9.098 -1.025 -0.71
C 4.052 -9.069 -0.787 0.35
C 4.706 -7.733 -1.126 -1.37
N 4.391 -9.425 0.596 -0.73
H 1.743 -6.701 -1.268 0.33
H 2.576 -6.538 0.308 0.15
H 0.819 -6.626 0.241 0.20
H 2.205 -10.140 -0.965 0.36
H 2.282 -8.749 -2.036 0.40
H 4.493 -9.822 -1.447 0.39
H 4.551 -6.983 -0.351 0.28
H 5.784 -7.858 -1.230 0.36
H 4.325 -7.333 -2.068 0.34
H 4.052 -10.364 0.786 0.27
H 3.830 -8.836 1.206 0.31
C 3.869 2.005 -7.130 -0.68
O 3.230 3.064 -6.440 -0.38
C 1.832 2.913 -6.272 -0.74
C 1.415 1.964 -5.137 0.29
C 1.601 0.486 -5.464 -1.48
N 2.128 2.266 -3.891 -0.23
H 3.235 1.592 -7.919 0.31
H 4.169 1.217 -6.436 0.24
H 4.776 2.403 -7.585 0.26
H 1.461 3.912 -6.026 0.36
H 1.361 2.630 -7.223 0.44
H 0.346 2.125 -4.963 0.36
H 2.638 0.165 -5.375 0.30
H 1.023 -0.127 -4.771 0.30
H 1.257 0.258 -6.475 0.39
H 1.913 3.224 -3.626 0.00
H 3.117 2.300 -4.131 0.29
```


Number 1: orbital gap 6.92 eV, calculated total energy -113806.30766 eV. Number 2: orbital gap 9.05 eV, calculated total energy -74435.80085 eV.